(1)
Entry from the OMol25 dataset: the ion C7H12N3S with charge +1 in a non-equilibrium geometry (ωB97M-V/def2-TZVPD).

XYZ file:
```
23
Properties=species:S:1:pos:R:3:forces:R:3
C 3.08672 -0.00128 -1.10387 -1.0 2.4 -0.3
C 2.65298 2.39235 -0.92642 -0.2 -2.2 0.1
C 1.84954 0.27385 -0.60763 2.5 3.1 -0.8
C 0.77863 -0.60463 -0.28662 -1.5 2.6 2.5
C -2.51064 -0.42898 -0.46002 0.0 -2.5 0.0
C -2.07257 0.32255 1.86636 2.1 0.2 0.6
C -1.49639 -0.37031 0.66569 -1.6 -2.5 1.0
N 1.67062 1.65731 -0.46402 -0.6 1.0 0.1
N 0.77774 -1.91360 -0.41246 -0.8 -0.1 0.3
N -0.20348 0.06835 0.36595 1.8 1.8 -1.5
S 3.92344 1.44308 -1.55673 0.2 -1.4 0.2
H 3.28414 -0.91224 -1.49429 1.5 -2.7 -0.9
H 2.84774 3.45335 -1.01674 -0.9 0.1 0.5
H -3.40878 -0.98821 -0.14618 0.2 0.6 0.5
H -2.82510 0.47500 -0.88758 -0.1 1.4 -0.6
H -2.16349 -1.14173 -1.20363 0.4 0.4 -0.6
H -1.36176 0.18381 2.73260 -0.7 0.6 -0.8
H -2.94938 -0.22908 2.11548 -1.0 0.3 0.2
H -2.18675 1.37072 1.56511 -0.5 -0.1 0.7
H -1.33715 -1.39772 0.99962 -0.4 -0.5 0.0
H 1.60743 -2.45931 -0.49155 0.7 0.0 -0.4
H 0.12375 -2.31286 0.22785 -0.6 -0.8 0.0
H -0.08723 1.11957 0.51909 0.6 -1.9 -0.9
```
Positions in Å, forces in eV/Å.

- HOMO (eV) = -13.69
- total charge = +1
- HOMO-LUMO gap (eV) = 9.41
- energy (eV) = -22752.4497
- energy relative to the best compared isomer or geometry (same formula, charge and spin) (kJ/mol) = 27.30

=====

(2)
Entry from the OMol25 dataset: a cluster of 2 separate species, C7H12N3S3 in total in a non-equilibrium geometry (ωB97M-V/def2-TZVPD).

XYZ file:
```
25
Properties=species:S:1:pos:R:3:forces:R:3
C -0.28877 -0.87716 -2.68176 -1.5 2.4 2.8
C -1.36115 -0.08125 -2.96505 0.7 -1.5 2.9
C -1.08556 -0.14881 -0.79371 0.5 0.3 -1.3
C 2.59381 0.68083 1.34370 -1.3 -0.1 -3.0
C 2.23278 0.32033 2.70288 1.3 -0.5 3.7
C 0.23555 0.48944 1.38275 1.0 1.5 0.2
C -2.99206 1.24737 -1.65272 -0.5 0.1 -1.5
N -0.06779 -0.82136 -1.28914 -0.2 -0.9 -1.1
N -1.89630 0.33214 -1.74522 0.9 -0.6 -2.4
N 1.28940 0.46873 0.62107 -0.7 0.6 0.8
S 0.60797 0.96235 3.03754 -1.2 0.2 -0.7
S -0.01460 -2.12234 1.95739 0.7 -2.0 0.9
S -1.35403 0.30706 0.83957 -1.2 0.4 0.9
H 0.30160 -1.36524 -3.36014 1.6 -1.2 -1.2
H -1.91222 -0.01378 -3.81767 -1.2 0.6 -2.3
H 2.91358 1.68802 1.12444 0.3 0.3 0.3
H 3.16487 -0.04014 0.79209 1.3 -0.2 0.4
H 2.02447 -0.79171 2.74255 1.1 1.1 0.4
H 2.89101 0.80005 3.55590 -0.9 -1.5 -1.8
H -2.61996 1.96619 -0.94750 -1.2 0.5 0.8
H -3.11704 1.77769 -2.62675 0.4 -0.4 0.7
H -3.92995 0.67643 -1.56268 0.2 0.7 1.0
H 1.12249 0.19897 -0.35519 0.6 -0.3 0.0
H 0.45339 -2.80965 0.90294 -0.1 0.1 -0.1
H 0.80849 -2.84418 2.79471 -0.6 0.4 -0.4
```
Positions in Å, forces in eV/Å.

- HOMO (eV) = -12.49
- total charge = +1
- HOMO-LUMO gap (eV) = 8.88
- energy (eV) = -44421.8482
- energy relative to the best compared isomer or geometry (same formula, charge and spin) (kJ/mol) = 4.05

=====

(3)
Entry from the OMol25 dataset: the ion C7H12N4 with charge +2 in a non-equilibrium geometry (ωB97M-V/def2-TZVPD).

XYZ file:
```
23
Properties=species:S:1:pos:R:3:forces:R:3
C -0.24243 3.05038 0.66107 0.7 1.2 2.0
C -0.54251 1.78494 0.01397 -0.3 -0.1 0.3
N -1.68827 1.62440 -0.54562 -1.9 2.2 -0.7
N 0.28820 0.78291 0.22102 2.6 0.8 1.0
C 0.41582 -0.42056 -0.44959 -1.3 1.2 -0.6
C 0.42759 -0.50306 -1.85853 0.3 0.4 2.0
N 0.57067 -1.64216 -2.42744 0.2 -1.3 0.0
C 0.66827 -2.73746 -1.61995 -0.4 1.7 -1.4
C 0.51808 -2.70223 -0.28013 0.1 3.6 -0.9
N 0.39148 -1.46425 0.32296 0.1 -3.1 -0.5
C 0.34133 -1.38676 1.79489 -0.8 1.0 -0.5
H 0.84954 3.17126 0.94363 -1.2 0.2 -1.0
H -0.69954 2.96102 1.66853 -0.1 0.1 -0.3
H -0.73504 3.93929 0.21045 0.7 -0.6 0.1
H -2.30989 2.45255 -0.52045 0.5 -0.7 -0.2
H -2.05801 0.89326 -1.10615 0.1 -1.1 -0.2
H 1.07501 1.02685 0.85858 -0.7 -0.2 -0.8
H 0.38207 0.41315 -2.39153 0.0 0.6 -0.8
H 0.83933 -3.57229 -2.20447 0.2 -2.1 -0.4
H 0.48082 -3.49355 0.32978 0.0 -3.0 2.1
H 1.18981 -0.77767 2.03582 0.1 0.4 0.9
H -0.64588 -1.05369 2.16724 0.7 0.3 -0.4
H 0.48357 -2.34634 2.17594 0.4 -1.6 0.5
```
Positions in Å, forces in eV/Å.

- HOMO (eV) = -18.68
- total charge = +2
- HOMO-LUMO gap (eV) = 9.72
- energy (eV) = -13396.4491
- energy relative to the best compared isomer or geometry (same formula, charge and spin) (kJ/mol) = 114.67

=====

(4)
Entry from the OMol25 dataset: the molecule C7H12N4O (ωB97M-V/def2-TZVPD).

XYZ file:
```
24
Properties=species:S:1:pos:R:3:forces:R:3
C 2.29236 -0.81827 0.29252 0.0 0.0 0.0
C 2.69633 0.54504 -0.23521 -0.1 0.0 -0.1
O 1.97777 1.58366 0.41713 0.0 0.0 0.1
C 0.95185 2.22525 -0.30934 0.0 -0.1 -0.2
C -0.36580 2.16452 0.46572 0.1 0.1 0.1
C -1.06200 0.85375 0.29946 0.1 -0.2 0.0
N -1.58190 0.58010 -0.89997 0.1 0.2 0.0
N -2.14876 -0.57956 -1.07761 -0.1 -0.2 0.0
C -2.17224 -1.42960 -0.04687 0.1 0.1 0.0
C -2.78386 -2.77392 -0.25560 0.0 0.0 0.0
N -1.66579 -1.15149 1.15593 -0.1 -0.2 0.0
N -1.10009 0.01096 1.33379 0.0 0.2 0.0
H 2.31126 -0.81472 1.38256 0.0 0.0 0.0
H 1.28390 -1.08826 -0.02573 0.0 0.0 0.0
H 2.98186 -1.58635 -0.06340 0.0 0.0 0.0
H 3.75997 0.72381 -0.06301 0.0 0.0 0.1
H 2.52684 0.60509 -1.31624 0.1 0.0 0.0
H 1.22653 3.26958 -0.48383 0.0 0.0 0.1
H 0.82667 1.75082 -1.28961 -0.1 0.1 0.0
H -1.02204 2.96393 0.11659 0.0 0.0 0.0
H -0.15312 2.31089 1.52434 0.0 0.1 0.0
H -3.33103 -3.07932 0.63436 0.0 0.0 0.0
H -3.44470 -2.74986 -1.11899 0.0 0.0 0.0
H -2.00402 -3.51604 -0.43699 0.0 0.0 0.0
```
Positions in Å, forces in eV/Å.

- HOMO (eV) = -9.18
- HOMO-LUMO gap (eV) = 8.64
- energy (eV) = -15459.1584
- energy relative to the best compared isomer or geometry (same formula, charge and spin) (kJ/mol) = 188.42

=====

(5)
Entry from the OMol25 dataset: the ion C7H12N5 with charge +1 in a non-equilibrium geometry (ωB97M-V/def2-TZVPD).

XYZ file:
```
24
Properties=species:S:1:pos:R:3:forces:R:3
C -1.94546 -0.66542 -2.63733 -1.6 2.5 -1.1
C -1.52435 -1.67985 -1.98468 1.6 0.8 0.8
C 0.43737 0.14846 0.02202 -1.3 1.0 -1.8
C -0.59483 -2.46417 -1.36658 -1.9 -0.2 -0.4
C 1.29507 0.85325 2.30504 1.6 1.4 0.2
C -0.67250 2.11544 1.05748 -0.4 -3.9 0.7
C 0.63619 1.34764 0.89903 1.3 -1.1 2.4
N -2.46974 0.34532 -3.09465 0.6 -1.1 -0.6
N 0.19181 -2.22516 -0.26238 0.5 -1.1 -0.2
N 0.51006 -1.09465 0.32099 0.6 -0.7 1.2
N -0.57052 -3.78203 -1.60916 1.8 -2.7 0.1
N 1.65462 2.19542 0.34631 -2.7 1.7 -1.7
H 0.91430 0.00706 2.85991 -0.5 -0.5 -0.4
H 2.39796 0.64049 2.03753 -1.6 0.0 0.6
H 1.34150 1.66123 3.13153 -0.2 -0.8 -1.7
H -1.48277 1.45418 1.46564 0.6 0.6 -0.5
H -0.45488 2.82344 1.76285 0.3 2.2 1.6
H -0.92951 2.47331 0.12367 -0.8 1.0 -1.8
H 1.01596 -1.43111 1.16354 -0.1 0.7 0.0
H -1.03232 -4.37143 -2.35510 0.6 1.8 1.2
H 0.20412 -4.26904 -1.07784 -1.5 0.6 -1.0
H -2.70766 0.70148 -4.05875 0.5 -0.9 1.6
H 1.27994 3.18286 0.14733 1.6 -2.1 0.6
H 2.50562 2.03328 0.80361 1.3 0.8 0.3
```
Positions in Å, forces in eV/Å.

- HOMO (spin up / spin down) (eV) = -12.67 / -11.64
- total charge = +1
- HOMO-LUMO gap (spin up / spin down) (eV) = 5.88 / 4.78
- energy (eV) = -14888.7132
- energy relative to the best compared isomer or geometry (same formula, charge and spin) (kJ/mol) = 798.35

=====

(6)
Entry from the OMol25 dataset: a cluster of 2 separate species, C7H12NO in total in a non-equilibrium geometry (ωB97M-V/def2-TZVPD).

XYZ file:
```
21
Properties=species:S:1:pos:R:3:forces:R:3
C 0.43309 -3.47128 -0.24131 -0.2 -3.2 -0.1
C 0.89111 -2.26975 -0.12530 0.1 2.8 -1.3
C 1.18010 -1.01972 -0.17070 0.1 -1.6 0.0
C -3.04086 1.35315 0.30647 1.5 -0.1 -0.7
C 2.02377 0.81003 1.04779 1.7 2.0 0.4
C 1.67488 0.90685 -1.36623 -0.3 2.8 -4.1
C -2.24679 0.09283 0.10390 -0.9 0.0 -3.4
N 1.59933 0.17426 -0.19906 0.2 -2.8 1.7
O -1.05731 -0.06162 0.24015 -0.5 0.0 0.7
H 0.23815 -4.21153 -1.13455 0.4 2.3 1.4
H -2.54026 1.92502 1.03617 0.4 0.8 1.2
H -3.05910 2.04606 -0.60065 -0.5 -1.5 0.8
H -3.94351 0.94181 0.67862 -1.5 0.6 0.0
H 1.97182 1.98408 1.07098 -0.3 -2.5 -0.4
H 3.06536 0.51441 1.32036 -0.5 0.4 -0.8
H 1.46644 0.33688 1.79451 -1.2 -0.1 1.3
H 0.84528 1.68550 -1.24394 1.1 -0.8 -0.8
H 1.62239 0.38057 -2.43382 -0.2 0.6 2.8
H 2.64656 1.43093 -1.36014 -0.5 0.0 -0.1
H -2.90408 -0.65252 -0.52664 1.2 0.3 1.4
H 0.34740 -4.00035 0.71432 -0.1 0.0 -0.2
```
Positions in Å, forces in eV/Å.

- HOMO (eV) = -13.46
- total charge = +1
- HOMO-LUMO gap (eV) = 8.60
- energy (eV) = -10979.9690
- energy relative to the best compared isomer or geometry (same formula, charge and spin) (kJ/mol) = 429.93

=====

(7)
Entry from the OMol25 dataset: the ion C7H12NO3S with charge +1 in a non-equilibrium geometry (ωB97M-V/def2-TZVPD).

XYZ file:
```
24
Properties=species:S:1:pos:R:3:forces:R:3
C -3.18313 1.59134 -0.40467 -0.1 0.0 1.6
C -2.38837 0.51126 -0.46468 1.5 3.5 3.4
C -1.12254 0.38605 0.29925 -0.8 0.7 -0.1
O -0.61041 1.19193 1.03091 -1.4 -1.2 0.0
N -0.26129 -0.81089 -0.10990 2.9 2.2 -0.9
C 0.53056 -1.38720 1.02891 -3.4 -2.0 -0.9
C -0.59782 -1.61798 -1.33657 1.9 1.4 -0.7
S 1.28189 0.32071 -0.75300 2.5 -0.2 1.1
O 2.28544 -0.63242 -1.08888 -0.5 -0.4 0.2
O 0.78587 1.17429 -1.73846 -1.5 1.2 -1.2
C 1.80285 1.24314 0.73140 3.1 -3.7 -1.2
C 2.92566 0.81295 1.30595 -1.8 1.5 -0.5
H -3.98264 1.64574 -1.15337 0.2 0.3 0.5
H -3.12837 2.32694 0.48377 0.0 -1.1 -1.9
H -2.44213 -0.17189 -1.16077 -1.0 -3.2 -3.6
H 1.50304 -1.73718 0.87476 1.3 -0.2 -1.0
H 0.44922 -0.66647 1.73599 0.3 2.0 2.3
H -0.09070 -2.18630 1.36760 -0.2 -1.0 0.4
H 0.26736 -2.36324 -1.47656 -1.3 1.5 -0.3
H -1.42669 -2.15701 -1.04151 -2.0 -1.3 0.1
H -0.87228 -0.85744 -2.20945 1.1 -2.0 1.7
H 1.26305 2.06457 0.90849 -1.7 2.8 0.8
H 3.42418 1.23673 2.11136 0.0 1.9 1.7
H 3.58726 0.08240 1.05942 0.8 -2.9 -1.7
```
Positions in Å, forces in eV/Å.

- HOMO (eV) = -14.79
- total charge = +1
- HOMO-LUMO gap (eV) = 9.83
- energy (eV) = -25909.3847
- energy relative to the best compared isomer or geometry (same formula, charge and spin) (kJ/mol) = 184.17

=====

(8)
Entry from the OMol25 dataset: a cluster of 2 separate species, C7H12O in total in a non-equilibrium geometry (ωB97M-V/def2-TZVPD).

XYZ file:
```
20
Properties=species:S:1:pos:R:3:forces:R:3
C -2.73263 -0.85319 -0.08512 0.5 0.8 -0.9
C -2.34070 -0.13547 -1.24022 -1.7 0.1 -0.5
C -1.10728 0.18915 -1.62206 5.1 -2.5 1.8
C 0.11582 -0.76356 -1.05044 -5.9 0.2 -2.5
C 1.14509 -0.10702 -0.45391 3.2 2.3 2.7
C 2.13060 -0.23777 0.56598 -1.7 -0.9 -3.5
C 2.67037 1.07700 1.06407 -0.2 -0.6 -0.3
H -2.54227 -0.19493 0.75232 0.2 -1.3 0.9
H -3.68648 -1.36290 -0.19444 0.0 0.1 0.4
H -3.27443 0.28952 -1.60075 0.1 0.0 -1.6
H -0.54226 0.78909 -2.31580 -1.1 1.2 -0.2
H -0.10876 -1.71758 -1.50800 0.7 -0.6 1.0
H 0.92175 0.96602 -0.52719 0.1 0.0 -0.3
H 2.39726 -1.27551 0.79796 0.3 0.6 0.7
H 2.48738 1.76086 0.23390 -0.1 0.4 0.4
H 2.09073 1.36136 1.94757 0.2 0.3 0.0
H 3.73187 1.14664 1.27405 0.1 -0.4 0.2
O -0.70644 -0.17703 1.69004 0.7 -0.1 -0.8
H 0.22582 -0.37968 1.53364 0.4 0.2 1.3
H -0.87543 -0.37499 0.73841 -0.7 0.1 1.0
```
Positions in Å, forces in eV/Å.

- HOMO (eV) = -7.09
- HOMO-LUMO gap (eV) = 5.41
- energy (eV) = -9493.5266
- energy relative to the best compared isomer or geometry (same formula, charge and spin) (kJ/mol) = 703.57

=====

(9)
Entry from the OMol25 dataset: the molecule C7H12O in a non-equilibrium geometry (ωB97M-V/def2-TZVPD).

XYZ file:
```
20
Properties=species:S:1:pos:R:3:forces:R:3
C 1.54330 0.21287 -1.54426 -0.9 -1.1 -1.6
C 0.91969 0.84900 -0.29282 1.6 -0.3 1.6
C 0.21584 -0.07976 0.81284 1.0 -0.4 -0.3
C -1.04258 0.62549 1.26491 0.9 3.8 2.7
C -1.98622 0.49765 -0.03487 0.4 -3.6 2.1
O -1.18126 -0.51721 -0.81297 -2.5 0.1 -0.9
C -0.60025 -1.21549 0.25440 1.9 -1.5 -1.3
C 0.89853 -1.47553 0.67612 -3.4 -0.3 2.3
H 2.63838 -0.08348 -1.32535 -1.8 0.3 -0.8
H 1.43040 0.93452 -2.41827 0.8 -0.7 1.2
H 0.88247 -0.68345 -1.96143 1.7 1.6 1.2
H 0.32756 1.72305 -0.49901 -0.7 0.0 -0.4
H 1.81489 1.32730 0.25187 -1.2 -0.7 -0.3
H -1.40721 0.43045 2.30562 -0.2 -0.7 -1.2
H -0.70836 1.72908 1.44549 -1.0 -1.3 -0.6
H -3.05511 0.10592 0.15437 1.8 0.2 0.0
H -2.10849 1.40311 -0.50806 0.2 1.9 -1.6
H -1.33005 -1.88787 0.76500 0.6 1.2 0.3
H 1.12404 -2.22145 1.47886 -1.2 0.7 -0.3
H 1.62443 -1.67421 -0.01244 1.9 0.8 -2.0
```
Positions in Å, forces in eV/Å.

- HOMO (eV) = -8.14
- HOMO-LUMO gap (eV) = 9.23
- energy (eV) = -9495.0273
- energy relative to the best compared isomer or geometry (same formula, charge and spin) (kJ/mol) = 558.77

=====

(10)
Entry from the OMol25 dataset: a structure of composition C7H12O in a non-equilibrium geometry (ωB97M-V/def2-TZVPD).

XYZ file:
```
20
Properties=species:S:1:pos:R:3:forces:R:3
C -0.68859 -0.38979 -0.90266 0.4 -0.7 3.0
C -1.29736 -1.56197 0.45566 -1.5 -1.4 -2.2
C -1.55033 0.48946 -1.71891 -2.0 -0.2 0.4
C 1.58062 1.58772 1.15554 -0.1 0.1 0.0
C -0.33800 0.10189 0.44618 1.5 3.4 -0.9
C 1.18825 0.25654 0.58404 0.1 -0.8 1.1
C 2.09709 -0.65298 0.24157 -0.1 0.4 -0.7
O -1.07033 0.85930 1.13398 0.7 -1.2 -1.0
H -0.01323 -1.04985 -1.44182 0.1 0.4 0.4
H -0.91097 -1.88254 1.42012 0.8 1.0 0.0
H -1.23489 -2.47567 -0.13165 -0.2 -0.1 -0.2
H -2.33284 -1.25703 0.58537 0.1 0.1 0.0
H -1.79779 1.43840 -1.23054 0.4 -0.2 0.3
H -2.52568 -0.00373 -1.81064 0.0 0.2 -0.7
H -1.10842 0.73265 -2.68284 0.0 -0.5 -0.1
H 1.13462 2.40866 0.59091 -0.1 -0.1 0.0
H 2.66144 1.71913 1.15045 0.0 -0.1 0.0
H 1.20129 1.66320 2.17442 0.0 0.1 0.0
H 3.14935 -0.40162 0.23166 0.1 0.0 0.3
H 1.85577 -1.58176 -0.25083 -0.2 -0.3 0.2
```
Positions in Å, forces in eV/Å.

- HOMO (eV) = -8.59
- HOMO-LUMO gap (eV) = 9.44
- energy (eV) = -9497.4540
- energy relative to the best compared isomer or geometry (same formula, charge and spin) (kJ/mol) = 324.63

=====

(11)
Entry from the OMol25 dataset: a cluster of 2 separate species, C7H12O in total in a non-equilibrium geometry (ωB97M-V/def2-TZVPD).

XYZ file:
```
20
Properties=species:S:1:pos:R:3:forces:R:3
C -0.72831 1.90750 1.01691 0.9 0.7 -0.7
C -0.50253 0.81752 0.33132 -2.6 -1.6 -0.3
C -0.97221 -0.28112 -0.31414 0.0 1.6 1.3
C -1.34525 -1.52547 0.43293 0.4 0.0 0.1
C -1.20352 -0.24267 -1.78916 0.6 0.2 -0.1
H 0.08557 2.59684 1.19911 0.2 -0.1 0.5
H -1.71987 2.31325 1.16333 -0.2 -0.3 0.1
H -1.05797 -1.46821 1.48090 0.1 0.0 0.0
H -2.43310 -1.64280 0.41256 0.0 0.0 -0.2
H -0.89293 -2.40602 -0.02510 -0.1 -0.1 0.0
H -0.86526 -1.16669 -2.25980 0.0 -0.1 0.0
H -0.63483 0.58616 -2.22555 -0.3 -0.1 0.0
H -2.27035 -0.12724 -1.99505 0.0 0.0 0.0
C 2.30583 -0.15924 0.91813 -1.1 0.7 0.9
C 1.58064 0.51992 -0.22966 3.1 -1.4 -3.2
O 1.94878 1.59155 -0.71953 -1.1 -0.5 1.1
H 2.63175 0.58030 1.64681 0.2 -0.1 0.1
H 1.62916 -0.86389 1.40025 0.1 -0.1 0.1
H 3.15221 -0.71873 0.52399 0.0 0.2 -0.2
H 1.29221 -0.31096 -0.96826 -0.1 0.9 0.6
```
Positions in Å, forces in eV/Å.

- HOMO (eV) = -8.72
- HOMO-LUMO gap (eV) = 9.01
- energy (eV) = -9497.6641
- energy relative to the best compared isomer or geometry (same formula, charge and spin) (kJ/mol) = 304.36

=====

What is the formula in the seventh record? C7H12NO3S

=====

Which of these has the highest energy? number 8

=====

Among the records above, which one has the lowest energy? C7H12N3S3